Here is 2 unconnected molecules or ions with the total composition C28H56F2I2N4O12P2S in a non-equilibrium geometry from OMol25. Energies are from wB97M-V/def2-TZVPD.

```
107
Properties=species:S:1:pos:R:3:lowdin_charge:R:1
C 0.189 -0.463 1.952 -0.013
C -0.996 0.055 1.312 -0.187
C -1.089 0.731 -0.132 -0.130
C -1.384 -0.322 -1.347 -0.460
N -1.363 0.503 -2.579 0.098
C -2.441 1.189 -2.866 -0.309
C -3.752 0.698 -3.630 -0.072
C -2.427 2.773 -2.504 -0.050
O -0.157 -1.094 -1.407 -0.041
C -0.134 -2.141 -2.339 -0.194
F 0.531 -3.225 -1.623 -0.032
C 0.803 -1.880 -3.665 -0.399
O 1.546 -3.047 -3.832 -0.080
C 2.720 -3.073 -4.613 -0.131
C 2.766 -2.362 -6.025 -0.182
O 4.049 -2.524 -6.712 -0.174
C 4.232 -1.458 -7.674 -0.257
C 5.263 -0.327 -7.188 -0.091
O 1.374 -0.605 -3.769 -0.017
C 2.518 -0.231 -3.038 -0.552
O 3.620 -0.097 -4.011 -0.060
C 2.275 1.298 -2.526 -0.114
C 3.604 2.006 -1.980 -0.171
C 3.854 3.384 -2.790 -0.133
C 3.501 4.681 -1.882 -0.186
O 2.136 5.170 -2.160 -0.115
C 1.883 6.136 -1.124 -0.257
O 2.186 7.325 -1.329 0.053
P 3.086 -1.239 -1.556 1.022
O 2.672 -0.528 -0.057 -0.273
O 4.720 -1.736 -1.626 -0.278
S -0.463 -1.942 -5.111 0.889
O -0.524 -3.374 -5.592 -0.286
O -1.819 -1.451 -4.759 -0.312
F 0.052 -0.950 -6.393 -0.219
C -2.713 -1.137 -1.040 -0.593
I -4.337 -0.078 -0.071 0.849
C -2.481 -2.514 -0.152 -0.685
C -2.899 -3.846 -0.953 -0.166
I -3.761 -2.449 1.653 0.739
H 0.550 -1.515 1.699 0.075
H 0.688 0.198 2.750 0.069
H -1.971 0.006 1.922 0.035
H -1.854 1.563 -0.069 0.076
H -0.076 1.257 -0.289 0.111
H -4.470 1.590 -3.767 0.086
H -3.522 0.346 -4.703 0.088
H -4.351 -0.106 -3.099 0.036
H -1.368 3.021 -2.126 0.080
H -3.230 3.057 -1.754 0.081
H -2.518 3.321 -3.511 0.086
H -1.136 -2.619 -2.609 0.155
H 3.011 -4.174 -4.793 0.165
H 3.604 -2.657 -3.996 0.111
H 1.980 -2.866 -6.704 0.138
H 2.523 -1.252 -6.021 0.108
H 4.711 -1.936 -8.606 0.125
H 3.249 -0.999 -8.043 0.128
H 6.249 -0.781 -6.806 0.084
H 5.553 0.317 -8.090 0.077
H 4.832 0.383 -6.406 0.062
H 4.478 -0.049 -3.545 0.076
H 1.555 1.206 -1.651 0.083
H 1.735 1.919 -3.327 0.137
H 4.522 1.337 -1.922 0.105
H 3.385 2.334 -0.896 0.108
H 3.168 3.485 -3.709 0.122
H 4.917 3.503 -3.175 0.111
H 3.525 4.450 -0.762 0.117
H 4.252 5.537 -2.042 0.135
H 1.464 5.869 -0.101 0.159
H 3.474 -0.118 0.354 0.074
H 5.050 -1.854 -2.542 0.051
H -3.117 -1.527 -2.047 0.076
H -1.413 -2.553 0.262 0.078
H -1.940 -4.466 -1.081 0.089
H -3.442 -3.644 -1.931 0.088
H -3.565 -4.465 -0.252 0.035
O -1.278 -1.900 6.223 -0.284
P -2.151 -1.038 7.158 0.771
N -3.153 -0.547 5.874 -0.336
C -3.479 0.740 5.308 -0.138
C -4.126 -1.546 5.448 -0.155
N -0.796 -0.024 7.536 -0.302
C -0.650 1.408 7.315 -0.124
C 0.536 -0.625 7.363 -0.154
N -3.158 -0.141 8.298 -0.306
C -3.758 1.179 8.248 -0.128
C -2.725 -0.432 9.679 -0.159
H -4.496 1.052 5.566 0.073
H -3.434 0.707 4.214 0.075
H -2.807 1.540 5.608 0.054
H -4.935 -1.636 6.186 0.077
H -3.653 -2.528 5.342 0.066
H -4.570 -1.312 4.477 0.034
H -0.937 1.705 6.306 0.070
H 0.387 1.740 7.426 0.079
H -1.178 1.984 8.074 0.066
H 0.852 -0.591 6.312 0.082
H 0.556 -1.666 7.696 0.069
H 1.298 -0.114 7.957 0.076
H -3.144 1.947 7.781 0.056
H -3.998 1.559 9.243 0.088
H -4.720 1.131 7.740 0.076
H -1.846 0.161 9.958 0.074
H -2.463 -1.490 9.780 0.070
H -3.516 -0.236 10.406 0.075
```

The calculation puts the lowest unoccupied orbital energy at -0.0368 hartree. Its HOMO-LUMO gap is 6.10 eV.

Here is 10 unconnected molecules or ions with the total composition C28H56N4O6S6 in a non-equilibrium geometry from OMol25. Energies are from wB97M-V/def2-TZVPD.

```
100
Properties=species:S:1:pos:R:3:lowdin_charge:R:1
C 3.480 0.772 -4.148 -0.262
S 1.946 1.554 -3.574 0.870
O 0.879 0.484 -3.645 -0.580
C 2.461 1.662 -1.822 -0.271
H 3.445 0.732 -5.236 0.044
H 3.655 -0.209 -3.711 0.039
H 4.356 1.379 -3.907 0.058
H 1.677 2.214 -1.306 0.002
H 3.366 2.259 -1.686 0.076
H 2.661 0.678 -1.403 0.014
C 2.357 -0.050 3.743 -0.278
S 3.648 -1.142 4.388 0.834
O 4.901 -0.560 3.791 -0.564
C 3.651 -0.516 6.098 -0.273
H 2.489 -0.068 2.661 0.022
H 2.342 1.012 4.010 0.055
H 1.333 -0.294 4.045 0.037
H 4.328 -1.122 6.696 0.042
H 2.644 -0.534 6.531 0.040
H 3.918 0.537 6.204 0.056
C 0.332 3.403 6.000 -0.257
S -0.928 2.497 5.088 0.839
O -0.275 1.857 3.888 -0.572
C -1.161 1.108 6.221 -0.255
H 1.263 2.836 6.047 0.057
H -0.067 3.823 6.919 0.057
H 0.600 4.245 5.353 0.048
H -0.205 0.588 6.317 0.045
H -1.879 0.418 5.785 0.052
H -1.464 1.397 7.228 0.055
C -0.659 -0.474 -1.107 -0.267
S 0.313 -0.710 0.425 0.896
O 1.288 0.448 0.307 -0.612
C -1.010 -0.121 1.529 -0.243
H -1.600 -1.028 -1.190 0.042
H -0.154 -0.780 -2.024 0.001
H -0.917 0.584 -1.089 0.045
H -1.961 -0.536 1.205 0.030
H -1.013 0.959 1.401 0.040
H -0.776 -0.370 2.560 0.032
C -1.827 -4.277 -4.552 -0.241
S -0.730 -2.879 -4.185 0.861
O -0.690 -2.903 -2.667 -0.580
C 0.838 -3.593 -4.736 -0.242
H -2.083 -4.395 -5.602 0.056
H -2.732 -4.009 -4.007 0.048
H -1.385 -5.155 -4.085 0.057
H 1.623 -2.849 -4.630 0.045
H 0.651 -3.939 -5.753 0.055
H 1.129 -4.440 -4.112 0.062
C 4.001 -0.976 0.003 -0.275
S 5.366 -1.399 -1.140 0.822
O 6.636 -0.794 -0.596 -0.567
C 5.412 -3.159 -0.638 -0.257
H 3.115 -1.325 -0.527 0.031
H 3.859 0.098 0.117 0.041
H 4.177 -1.352 1.009 0.052
H 5.642 -3.319 0.410 0.060
H 6.005 -3.715 -1.358 0.042
H 4.373 -3.480 -0.795 0.044
N -4.266 1.584 -1.264 0.017
C -3.333 2.025 -0.390 -0.141
C -3.723 1.625 0.875 -0.122
C -4.922 0.899 0.704 -0.130
C -5.252 0.859 -0.626 -0.114
H -4.153 1.576 -2.273 0.071
H -2.462 2.539 -0.762 0.108
H -3.261 1.844 1.823 0.088
H -5.492 0.394 1.472 0.090
H -6.094 0.479 -1.174 0.104
N 1.371 3.489 0.616 0.030
C 0.925 4.139 1.741 -0.125
C 0.968 5.488 1.502 -0.121
C 1.415 5.681 0.177 -0.101
C 1.658 4.413 -0.326 -0.165
H 1.448 2.485 0.541 0.089
H 0.715 3.563 2.627 0.073
H 0.764 6.208 2.279 0.086
H 1.518 6.614 -0.350 0.086
H 2.020 4.178 -1.315 0.089
N -2.488 1.927 -3.965 0.030
C -3.767 2.269 -4.335 -0.135
C -4.477 1.095 -4.397 -0.133
C -3.633 0.039 -4.015 -0.114
C -2.390 0.568 -3.776 -0.131
H -1.752 2.598 -3.840 0.147
H -4.013 3.310 -4.450 0.114
H -5.537 0.961 -4.557 0.100
H -3.829 -1.014 -3.892 0.096
H -1.444 0.086 -3.592 0.063
N -2.349 -3.864 -0.460 0.018
C -2.311 -5.180 -0.066 -0.134
C -3.057 -5.296 1.085 -0.121
C -3.639 -4.036 1.339 -0.114
C -3.166 -3.171 0.374 -0.153
H -1.880 -3.498 -1.280 0.078
H -1.749 -5.858 -0.687 0.101
H -3.264 -6.213 1.611 0.086
H -4.333 -3.738 2.108 0.087
H -3.413 -2.141 0.171 0.094
```

The calculation puts the lowest unoccupied orbital energy at 0.0083 hartree. Its HOMO-LUMO gap is 8.08 eV.

Here is 7 unconnected molecules or ions with the total composition C28H56NO29PS7 in a non-equilibrium geometry from OMol25. Energies are from wB97M-V/def2-TZVPD.

```
122
Properties=species:S:1:pos:R:3:lowdin_charge:R:1
C -0.164 4.479 1.192 -0.095
C -0.923 3.192 1.584 -0.230
C -0.045 1.907 1.598 -0.196
C -0.333 0.941 0.440 -0.209
C -1.410 -0.107 0.736 -0.192
C -1.230 -0.904 2.054 -0.178
C 0.234 -1.205 2.468 -0.166
C 0.372 -2.707 2.804 -0.106
C 1.739 -3.060 3.458 -0.386
C 2.765 -3.072 2.324 -0.105
C 4.222 -2.788 2.758 -0.183
C 5.127 -2.520 1.542 -0.192
C 5.133 -3.667 0.498 -0.201
C 4.915 -3.195 -0.950 -0.297
N 3.574 -2.718 -1.262 -0.001
O 1.901 -2.109 4.554 0.065
C 0.982 -2.549 5.468 -0.536
O 0.459 -1.897 6.335 0.166
O 0.670 -3.893 5.270 0.018
C 1.662 -4.319 4.311 -0.251
P 3.120 -4.802 5.401 0.260
O 2.472 -5.133 6.848 -0.221
O 4.172 -3.595 5.653 -0.189
S 4.035 -6.365 4.756 0.330
H -0.403 4.783 0.171 0.011
H -0.369 5.273 1.911 0.070
H 0.920 4.321 1.212 0.071
H -1.780 3.000 0.931 0.099
H -1.309 3.338 2.597 0.093
H -0.125 1.438 2.580 0.092
H 0.996 2.231 1.494 0.101
H -0.578 1.503 -0.465 0.093
H 0.600 0.417 0.192 0.095
H -2.360 0.440 0.834 0.103
H -1.569 -0.788 -0.103 0.091
H -1.756 -0.413 2.874 0.111
H -1.716 -1.876 1.909 0.100
H 0.963 -0.998 1.687 0.097
H 0.459 -0.591 3.341 0.111
H -0.492 -3.082 3.357 0.128
H 0.353 -3.220 1.833 0.135
H 2.533 -2.339 1.548 0.103
H 2.695 -4.056 1.855 0.125
H 4.568 -3.692 3.259 0.075
H 4.275 -1.911 3.404 0.116
H 6.149 -2.461 1.928 0.107
H 4.894 -1.569 1.051 0.108
H 4.397 -4.448 0.716 0.098
H 6.110 -4.161 0.535 0.106
H 5.132 -4.038 -1.614 0.106
H 5.655 -2.424 -1.189 0.108
H 3.307 -1.975 -0.630 0.045
H 2.895 -3.465 -1.254 0.064
H 1.439 -5.207 3.720 0.138
H 2.491 -4.307 7.358 0.093
H 3.775 -2.915 6.218 0.085
O -0.629 3.494 -1.997 -0.207
S -0.591 4.859 -2.377 0.601
O -1.045 5.901 -1.522 -0.240
O -1.321 5.013 -3.793 -0.180
C -0.423 5.596 -4.751 -0.150
C 0.951 5.169 -4.296 -0.164
O 0.887 5.226 -2.857 -0.174
H -0.537 6.682 -4.710 0.121
H -0.656 5.248 -5.753 0.140
H 1.729 5.817 -4.670 0.105
H 1.166 4.138 -4.585 0.141
O -3.431 -1.573 -1.776 -0.219
S -4.595 -0.923 -2.259 0.591
O -4.802 -0.653 -3.633 -0.209
O -4.803 0.428 -1.425 -0.184
C -6.082 0.418 -0.778 -0.158
C -6.378 -1.047 -0.533 -0.160
O -5.881 -1.714 -1.702 -0.207
H -6.812 0.864 -1.456 0.135
H -6.043 0.994 0.142 0.137
H -7.439 -1.244 -0.404 0.137
H -5.830 -1.424 0.334 0.135
O -1.639 9.710 -5.729 -0.227
S -1.337 10.279 -4.464 0.590
O -0.400 11.333 -4.325 -0.218
O -0.937 9.088 -3.469 -0.201
C -1.804 9.095 -2.325 -0.156
C -3.104 9.681 -2.823 -0.154
O -2.701 10.712 -3.741 -0.185
H -1.351 9.729 -1.560 0.139
H -1.926 8.087 -1.935 0.114
H -3.711 10.094 -2.023 0.137
H -3.688 8.943 -3.377 0.136
O 2.195 5.873 -6.772 -0.230
S 2.700 6.656 -7.846 0.617
O 3.161 6.070 -9.047 -0.200
O 3.829 7.629 -7.261 -0.181
C 3.484 8.997 -7.525 -0.155
C 1.971 9.012 -7.560 -0.155
O 1.619 7.781 -8.208 -0.181
H 3.910 9.277 -8.491 0.135
H 3.888 9.645 -6.751 0.138
H 1.571 9.859 -8.109 0.141
H 1.548 9.001 -6.553 0.129
O 3.869 -7.903 9.942 -0.215
S 2.973 -8.083 8.857 0.629
O 2.754 -7.074 7.883 -0.248
O 1.555 -8.558 9.454 -0.186
C 1.180 -9.817 8.888 -0.169
C 2.492 -10.504 8.571 -0.170
O 3.343 -9.455 8.103 -0.184
H 0.601 -9.627 7.982 0.134
H 0.575 -10.383 9.592 0.134
H 2.388 -11.275 7.813 0.135
H 2.942 -10.935 9.468 0.133
O -6.582 -6.581 -6.269 -0.216
S -6.218 -6.780 -4.914 0.604
O -6.142 -8.071 -4.337 -0.217
O -7.160 -5.852 -4.001 -0.187
C -6.359 -4.963 -3.213 -0.168
C -5.109 -4.741 -4.035 -0.164
O -4.836 -6.016 -4.629 -0.185
H -6.131 -5.456 -2.266 0.135
H -6.897 -4.038 -3.019 0.125
H -4.266 -4.411 -3.432 0.135
H -5.284 -4.022 -4.838 0.138
```

The calculation puts the lowest unoccupied orbital energy at 0.0060 hartree. The SMILES is CCCCCCCC[C@@]1(CCCCCN)OC(=O)O[C@@H]1P(O)(O)=S.O=S1(=O)OCCO1.O=S1(=O)OCCO1.O=S1(=O)OCCO1.O=S1(=O)OCCO1.O=S1(=O)OCCO1.O=S1(=O)OCCO1. Its HOMO-LUMO gap is 8.96 eV.